[1]
Molecular formula: C3H5NO2
Method: DFT, ωB97M-V/def2-TZVPD

Structure (XYZ):
```
11
C3H5NO2 | the Open Molecules 2025 dataset | ωB97M-V/def2-TZVPD
O 0.2213 -0.7514 0.8963
O -0.2860 -1.6902 -1.0921
N 1.6716 0.6035 -0.2233
C -1.5558 0.2526 -0.4084
C -0.5097 -0.8168 -0.3138
C 1.3738 -0.0517 0.8142
H 2.5813 1.0492 -0.1466
H 1.9334 -0.1612 1.7499
H -2.2879 0.1449 0.3974
H -2.0658 0.1908 -1.3699
H -1.0762 1.2302 -0.3037
```

Calculated values
ΔE to the lowest compared entry with this formula, charge and spin (kJ/mol): 86.36
HOMO (hartree): -0.3900
E_LUMO (eV): 0.90
Gap between HOMO and LUMO (Eh): 0.4231
SMILES: [H]/N=C/OC(C)=O
Charge: 0

Results of the natural (NBO) charge analysis, in e, for atoms 1 through 8: -0.5397, -0.5042, -0.7140, -0.7339, 0.8226, 0.4112, 0.3609, 0.1634



[2]
Molecular formula: C3H5NO2
Method: DFT, ωB97M-V/def2-TZVPD

Structure (XYZ):
```
11
C3H5NO2 | the Open Molecules 2025 dataset | ωB97M-V/def2-TZVPD
O 0.0418 -0.8473 -0.9562
O 0.4958 1.4274 -0.4434
N -1.4177 -0.9782 0.8144
C 0.9759 0.1349 -0.6367
C 1.1243 0.7622 0.6710
C -1.2055 -0.7581 -0.4069
H 0.4563 0.4677 1.4765
H -1.9599 -0.5173 -1.1617
H -2.4161 -0.8955 1.0029
H 1.8185 0.0179 -1.3143
H 2.0864 1.1862 0.9544
```

Calculated values
ΔE to the lowest compared entry with this formula, charge and spin (kJ/mol): 256.02
HOMO (hartree): -0.3800
E_LUMO (eV): 1.05
Gap between HOMO and LUMO (Eh): 0.4187
SMILES: [H]/N=C/O[C@@H]1CO1
Charge: 0

Results of the natural (NBO) charge analysis, in e, for atoms 1 through 8: -0.5262, -0.4955, -0.6542, 0.3391, -0.1515, 0.4084, 0.2161, 0.1496



- Look up the charge of the first one.
  0